1.
C27H40IN2O28S2 as an isolated structure, computed with wB97M-V/def2-TZVPD.

Geometry as XYZ:
```
100
C27H40IN2O28S2 wB97M-V/def2-TZVPD
N 2.4777 -1.4964 2.0731
C 2.7463 -0.3127 2.8893
C 2.6395 1.0001 2.0621
C 1.6856 2.0929 2.5574
S 0.4063 2.5476 1.3975
O 1.0326 2.6791 0.1074
O -0.2145 3.7156 1.9476
N -0.6433 1.3427 1.2365
S -1.2609 0.5434 2.4343
O -0.2956 -0.2663 3.1118
O -2.4721 -0.0770 1.9991
I -2.0634 2.0546 4.1930
H 3.1969 -1.5598 1.3666
H 1.6027 -1.3320 1.5872
H 3.7534 -0.3992 3.2988
H 2.0378 -0.2933 3.7146
H 2.3557 0.7237 1.0462
H 3.6336 1.4455 1.9849
H 2.2146 3.0414 2.6537
H 1.2319 1.8599 3.5197
C -5.6871 -0.0973 1.2654
C -6.0574 1.1339 0.4669
O -7.4957 1.1355 0.5570
C -7.8482 0.4388 1.6622
O -8.9649 0.4085 2.0905
O -6.7956 -0.1860 2.1947
H -4.7524 -0.0071 1.8108
H -5.6709 -0.9993 0.6598
H -5.6820 2.0505 0.9255
H -5.7498 1.0802 -0.5713
C 2.3981 -1.2299 -2.1136
C 2.7660 -2.3997 -3.0133
O 3.7864 -3.0690 -2.2447
C 3.6510 -2.7077 -0.9542
O 4.2916 -3.1128 -0.0312
O 2.7132 -1.7517 -0.8233
H 1.3569 -0.9445 -2.1655
H 3.0116 -0.3453 -2.2754
H 1.9310 -3.0875 -3.1523
H 3.1627 -2.1104 -3.9806
C -10.0938 3.4620 0.1490
C -11.0572 2.3419 0.4861
O -12.3323 2.9910 0.3490
C -12.1899 4.0502 -0.4742
O -13.0872 4.6935 -0.9186
O -10.8809 4.2840 -0.7265
H -9.1965 3.1266 -0.3615
H -9.8180 4.0492 1.0261
H -11.0036 1.5228 -0.2315
H -10.9331 1.9461 1.4880
C 0.5519 3.4910 -3.7290
C 1.7189 3.0519 -2.8618
O 1.6195 1.6208 -2.9535
C 0.9694 1.3002 -4.0861
O 0.8744 0.1810 -4.5010
O 0.4318 2.3874 -4.6542
H 0.7083 4.4126 -4.2753
H -0.3721 3.5651 -3.1594
H 2.6866 3.3610 -3.2591
H 1.6336 3.3526 -1.8203
C 5.1706 -5.5588 1.7668
C 6.3039 -6.4070 1.2187
O 7.2341 -6.4106 2.3094
C 6.5463 -6.1628 3.4572
O 7.0236 -6.2742 4.5422
O 5.2889 -5.7916 3.1836
H 4.1864 -5.8627 1.4253
H 5.3058 -4.4996 1.5652
H 6.0011 -7.4375 1.0233
H 6.7715 -5.9887 0.3318
C -4.3526 6.1808 -2.5548
C -4.5143 5.2228 -3.7232
O -3.2866 5.4149 -4.4392
C -2.3594 5.8882 -3.5781
O -1.1958 5.9737 -3.8135
O -2.9296 6.2305 -2.4055
H -4.8039 5.8342 -1.6301
H -4.7128 7.1841 -2.7870
H -4.5701 4.1818 -3.4022
H -5.3545 5.4514 -4.3719
C -1.6433 0.4270 -1.6084
C -1.4045 -0.9890 -2.1137
O -2.6185 -1.6533 -1.7292
C -3.5889 -0.7276 -1.6282
O -4.7538 -0.9627 -1.5013
O -3.0778 0.5162 -1.6904
H -1.2033 1.1946 -2.2401
H -1.3281 0.5767 -0.5744
H -1.3096 -1.0354 -3.2001
H -0.5570 -1.4755 -1.6416
C 11.2853 -6.2653 2.4902
C 10.2657 -5.5729 3.3754
O 10.9517 -4.3584 3.7181
C 11.8770 -4.1008 2.7711
O 12.4984 -3.0925 2.6769
O 12.0066 -5.1618 1.9342
H 10.8430 -6.8566 1.6933
H 11.9816 -6.8830 3.0606
H 9.3523 -5.3263 2.8392
H 10.0117 -6.1223 4.2765
```

DFT total energy = -4363.349050 Eh
2S+1 = 1
net charge = -1

These are the Mulliken partial charges, in e, on atoms 1 to 6:
1. N -0.518
2. C -0.868
3. C 0.222
4. C -0.970
5. S 0.842
6. O -0.552

---

2.
A 2-piece molecular cluster, C3H8O overall, computed with wB97M-V/def2-TZVPD.

Geometry as XYZ:
```
12
C3H8O wB97M-V/def2-TZVPD
C -0.6701 1.2060 -0.8427
C -0.2613 0.4293 0.3685
C 0.5353 -0.7895 0.0217
H 0.3274 1.4016 -1.3414
H -1.3524 2.0145 -0.6174
H -1.5536 0.2778 -1.5683
H -1.1314 0.1947 0.9553
H 0.3001 1.1973 1.1370
H 0.0835 -1.7337 -0.2775
H 1.4324 -0.5908 -0.4973
H 1.5164 -2.2157 1.2787
O 0.7736 -1.3917 1.3833
```

DFT total energy = -194.225808 Eh
2S+1 = 1
net charge = 0

These are the natural (NBO) partial charges, in e, on atoms 1 to 6:
1. C -0.543
2. C -0.445
3. C -0.083
4. H 0.209
5. H 0.218
6. H 0.144

---

3.
An isolated molecule of C4H6N2O, computed with wB97M-V/def2-TZVPD.

Geometry as XYZ:
```
13
C4H6N2O wB97M-V/def2-TZVPD
N 1.9398 0.8796 -0.0386
C 0.6050 0.4159 -0.0353
N -0.4544 1.2816 -0.1968
C -1.6342 0.6072 -0.0844
C -1.3542 -0.7136 0.1558
C 0.0579 -0.8224 0.1804
O 0.7622 -1.9923 0.2967
H 2.5096 0.3311 -0.6766
H 2.3325 0.7376 0.8874
H -0.3427 2.2641 -0.3791
H -2.5877 1.1044 -0.1525
H -2.0754 -1.5086 0.2993
H 0.2415 -2.5845 -0.2563
```

SMILES string = Nc1[nH]ccc1O
DFT total energy = -340.757332 Eh
2S+1 = 1
net charge = 0

These are the natural (NBO) partial charges, in e, on atoms 1 to 6:
1. N -0.835
2. C 0.189
3. N -0.499
4. C -0.059
5. C -0.367
6. C 0.178

---

4.
An isolated molecule of C4H7N2P, computed with wB97M-V/def2-TZVPD.

Geometry as XYZ:
```
14
C4H7N2P wB97M-V/def2-TZVPD
C 0.2311 -1.0026 -0.8104
C -0.8968 -0.7786 -0.1679
C 1.7104 0.8789 -0.1702
C 1.5876 -0.7160 -0.1704
N 0.9272 1.5977 0.4264
N -2.1941 1.0272 1.0513
P -0.9603 0.0367 1.4312
H 0.2818 -1.1833 -1.9324
H -1.9205 -1.1571 -0.6018
H 2.4415 1.2819 -0.7853
H 1.8160 -1.1635 0.7945
H 2.3761 -1.2399 -0.8846
H -2.5763 0.9628 0.1108
H -2.8240 1.4558 1.7088
```

DFT total energy = -607.362810 Eh
2S+1 = 1
net charge = 0

These are the natural (NBO) partial charges, in e, on atoms 1 to 6:
1. C -0.130
2. C -0.635
3. C 0.010
4. C -0.521
5. N -0.488
6. N -1.149

---

5.
C33H32FN5O5Zn as an isolated structure, computed with wB97M-V/def2-TZVPD.

Geometry as XYZ:
```
77
C33H32FN5O5Zn wB97M-V/def2-TZVPD
Zn 3.3485 0.4668 0.8802
O 3.9790 0.7891 2.7282
C 4.9630 0.1945 3.3023
C 5.0298 0.2025 4.7263
C 6.0488 -0.3999 5.4164
C 7.0862 -1.0652 4.7475
C 7.0531 -1.0922 3.3746
C 6.0319 -0.4772 2.6292
C 6.1389 -0.5843 1.1944
N 5.3651 -0.0455 0.3356
C 5.5598 -0.3150 -1.0746
C 4.2435 -0.8329 -1.6689
N 3.2076 0.0790 -1.2414
C 2.2968 0.5036 -2.0152
C 1.3494 1.5363 -1.6384
C 0.2261 1.7280 -2.4501
C -0.6817 2.7445 -2.2298
C -0.4236 3.6360 -1.1769
C 0.6754 3.4889 -0.3691
C 1.6140 2.4180 -0.5305
O 2.6114 2.3210 0.2556
H 4.2256 0.7113 5.2432
H 6.0474 -0.3633 6.5005
H 7.8850 -1.5453 5.2963
H 7.8399 -1.6034 2.8281
H 6.9812 -1.1945 0.8408
H 5.8227 0.6229 -1.5747
H 6.3667 -1.0380 -1.2463
H 4.3093 -0.8997 -2.7623
H 4.0324 -1.8181 -1.2487
H 2.2214 0.1200 -3.0440
H 0.0857 1.0518 -3.2898
H -1.5324 2.8844 -2.8868
H -1.1014 4.4651 -0.9975
H 0.8737 4.1831 0.4388
F -3.0164 2.6623 0.6496
C -2.5943 1.3902 0.4268
C -1.3316 1.0124 0.7754
C -0.9371 -0.3057 0.5620
C 0.4691 -0.6541 0.8697
O 1.1968 0.2395 1.2913
C 0.8403 -2.0135 0.5904
C -0.1054 -2.8598 0.1185
N -1.3921 -2.5310 -0.1970
C -2.2941 -3.5315 -0.6995
C -2.7283 -3.4648 -2.1385
C -1.7834 -4.5372 -1.6811
C -1.8303 -1.2344 0.0144
C -3.1184 -0.8155 -0.3482
C -3.4897 0.5013 -0.1616
N -4.7852 0.9362 -0.5895
C -5.8109 0.8959 0.4311
C -7.1750 0.9505 -0.2290
N -7.2455 2.1960 -1.0779
C -6.1280 2.2512 -2.0936
C -4.8186 2.1752 -1.3371
C 2.2613 -2.5775 0.7454
O 2.3743 -3.7968 0.5709
O 3.1671 -1.7383 0.9800
H -0.6200 1.7153 1.1878
H 0.1892 -3.8875 -0.0500
H -3.0265 -3.8738 0.0242
H -2.3086 -2.6627 -2.7307
H -3.7492 -3.7337 -2.3742
H -0.7524 -4.4540 -1.9928
H -2.1494 -5.5489 -1.5862
H -3.8131 -1.4904 -0.8259
H -5.7163 1.7250 1.1548
H -5.7316 -0.0330 0.9936
H -7.9907 0.9964 0.4902
H -7.3156 0.1103 -0.9064
H -7.1593 3.0109 -0.4658
H -8.1522 2.2622 -1.5378
H -6.2388 3.1800 -2.6503
H -6.2640 1.3951 -2.7512
H -4.7166 3.0682 -0.6996
H -3.9899 2.1975 -2.0449
```

DFT total energy = -3805.881465 Eh
2S+1 = 1
net charge = 0

These are the Mulliken partial charges, in e, on atoms 1 to 6:
1. Zn 0.326
2. O -0.743
3. C 0.270
4. C -0.584
5. C -0.291
6. C -0.747

---

6.
A 2-piece molecular cluster, C23H40BBrClF6N2O7P overall, computed with wB97M-V/def2-TZVPD.

Geometry as XYZ:
```
82
C23H40BBrClF6N2O7P wB97M-V/def2-TZVPD
C -2.3700 5.0698 1.9901
C -2.1314 3.4473 1.9907
O -2.6508 2.9126 3.2470
P -3.2094 1.3133 3.0941
O -4.2151 1.0584 4.2446
C -1.8126 0.0119 3.2918
C -0.6998 0.3953 2.1911
C 0.5102 -0.6817 2.0595
C 0.4073 -1.6865 0.8094
O -1.0556 -1.8369 0.6047
C -1.4058 -3.0636 1.2666
N -1.8046 -4.0852 1.7943
C 1.1789 -1.0365 -0.4400
Cl -0.0177 0.0947 -1.2211
O 1.5752 -2.1689 -1.2783
C 0.5123 -2.9445 -1.8123
C 0.7996 -3.3760 -3.3655
C 1.3181 -2.1595 -4.2797
C -0.4231 -4.2275 -3.9658
C -1.5519 -3.3963 -4.7517
C -1.2077 -3.1528 -6.3357
C -2.0199 -2.0264 -4.0524
C 2.6523 -0.4053 -0.0790
F 3.2992 -1.6529 0.3754
C 3.4740 -0.0754 -1.3858
F 2.7058 0.1115 -2.5997
F 4.3413 1.0409 -1.4445
F 4.3287 -1.1841 -1.7666
N 2.7032 0.4828 1.1260
C 4.1462 0.8082 1.5633
C 4.4050 1.3761 3.0199
C 5.1982 0.3490 4.0250
F 6.0461 1.1008 4.9431
B 2.1665 1.9123 0.8642
O 1.9696 2.4546 -0.4800
O 1.8769 2.8829 1.8874
C 1.9725 -0.0634 2.3174
F 2.6780 -1.1315 3.0331
O -4.0971 1.0330 1.6365
C -5.2582 1.9166 1.5681
C -5.3249 2.8180 0.2238
H -3.3901 5.2581 2.4949
H -1.4762 5.5141 2.5576
H -2.3134 5.4800 0.9150
H -2.6468 3.0520 1.0470
H -0.9883 3.3140 1.8589
H -1.3319 0.1219 4.3318
H -2.2411 -1.0360 3.0989
H -1.2359 0.6397 1.2174
H -0.2114 1.3877 2.5532
H 0.3187 -1.3696 2.9823
H 0.8158 -2.7447 1.0468
H -0.5513 -2.5424 -1.7937
H 0.4780 -3.9613 -1.2438
H 1.6960 -4.1140 -3.2867
H 2.4536 -2.0493 -4.0545
H 0.8684 -1.1292 -3.9914
H 1.2621 -2.3608 -5.4141
H -0.0117 -5.0486 -4.6730
H -0.9451 -4.8055 -3.1034
H -2.4946 -4.0780 -4.7731
H -2.2468 -3.0435 -6.8415
H -0.6238 -4.0229 -6.7920
H -0.7017 -2.1310 -6.4289
H -2.9962 -1.7045 -4.5975
H -1.2805 -1.1582 -4.2425
H -2.3169 -2.1322 -2.9447
H 4.4632 1.6947 0.8753
H 4.8960 -0.0213 1.3499
H 5.1686 2.2551 2.9476
H 3.5258 1.8340 3.5858
H 4.4661 -0.2626 4.6577
H 5.8500 -0.3021 3.3271
H 2.7272 3.0574 -0.6722
H 2.3935 3.7111 1.7527
H 1.7568 0.7057 3.1450
H -6.2053 1.2749 1.5895
H -5.2856 2.6678 2.4535
H -4.7264 2.3906 -0.6561
H -6.4463 2.8426 -0.0788
H -5.0041 3.9117 0.3881
Br -4.4775 6.6693 1.5027
```

DFT total energy = -5535.837238 Eh
2S+1 = 1
net charge = 0

These are the Mulliken partial charges, in e, on atoms 1 to 6:
1. C -1.256
2. C 0.850
3. O -0.418
4. P 0.876
5. O -0.739
6. C -0.538

---

Number 1: F_max 0.83 eV/Å. Number 2: F_max 4.90 eV/Å. Number 3: F_max 0.64 eV/Å. Number 4: F_max 3.35 eV/Å. Number 5: F_max 0.28 eV/Å. Number 6: F_max 6.78 eV/Å.